# 1
Here is a molecular structure, C12H8AuN2O4 in a non-equilibrium geometry from the OMol25 dataset. Energies are from ωB97M-V/def2-TZVPD.

Output
- 2S+1: 3
- HOMO level (alpha / beta): -20.9 / -20.6 eV
- DFT total energy: -27396.0803 eV
- Net charge: +3
- M: 441.17 g/mol
- E_LUMO (alpha / beta): -0.46822 / -0.59771 Eh

```
27
Properties=species:S:1:pos:R:3:forces:R:3:mulliken_charge:R:1
O -1.3637 -5.1590 -0.5827 -1.674 4.496 -0.974 -0.101
H -0.4332 1.3348 2.1210 0.363 0.062 -0.056 0.449
C -1.9120 -0.9573 1.1427 -2.071 2.108 7.021 0.095
C -0.1871 -1.0724 -2.2211 4.996 2.101 -6.374 0.091
H -3.1971 -1.8872 -2.6549 -0.402 1.236 0.794 0.383
O 1.9914 -1.8571 1.0631 -4.406 -0.240 -2.362 -0.069
C -3.5476 -1.2183 -1.8075 -0.507 -2.907 -0.181 -0.313
C 2.8525 1.8977 1.4347 0.889 0.785 0.447 0.913
N 5.1483 2.4642 2.5795 -1.234 -0.364 -0.614 -0.154
C -3.4231 0.1604 -1.7795 0.955 1.874 0.448 -0.281
C 1.6787 1.8277 2.1913 -0.345 -0.045 -0.087 -0.394
C 0.9720 -1.8533 0.5186 6.211 -0.435 3.319 0.067
O 0.5598 -0.8006 -3.0767 -4.024 -1.656 3.821 -0.107
C 2.7603 1.7870 0.0439 -0.263 -0.052 -0.233 -0.386
H 1.6666 2.0915 3.2550 -0.162 -0.127 -0.381 0.515
H -3.7180 0.7773 -0.8961 -0.183 -0.693 -0.818 0.363
O -2.1731 -0.6626 2.2341 0.604 -1.556 -4.804 -0.103
C 1.5387 1.3918 -0.5132 0.072 -0.935 -1.152 -0.325
C -1.7405 -4.0860 -0.8036 1.730 -4.448 1.003 0.157
H -4.0414 -1.8441 -0.9990 0.437 1.195 -0.846 0.383
H 3.6123 2.0176 -0.6059 -0.407 -0.114 0.099 0.516
Au -0.7124 -1.1121 -0.3631 -1.383 -1.037 -0.622 1.289
H 1.4388 1.2648 -1.5960 0.167 0.081 0.331 0.447
N 0.4653 1.1333 0.2470 2.292 2.249 1.076 -0.085
C 4.1357 2.1957 2.0751 0.013 -0.026 0.007 -0.383
C 0.4976 1.4299 1.5531 -0.891 -0.885 0.784 -0.329
H -2.8688 0.7360 -2.5599 -0.778 -0.667 0.354 0.361
```
Forces are in eV/Å.

---

# 2
Here is C6H16NO5P in the gas phase in a non-equilibrium geometry from the OMol25 dataset. Energies are from ωB97M-V/def2-TZVPD.

Output
- HOMO level: -9.2 eV
- DFT total energy: -27494.7795 eV
- M: 213.17 g/mol
- SMILES: CCCOCO[P@@](=O)(O)OCNC
- Relative energy (zero: lowest compared OMol25 entry of this formula, charge and spin): 568.46 kJ/mol
- E_LUMO: 0.00522 Eh

```
29
Properties=species:S:1:pos:R:3:forces:R:3:mulliken_charge:R:1
C 1.1895 -4.0837 0.7878 0.955 -0.336 -0.296 -0.599
C 0.7203 2.9263 -3.3465 -1.028 0.594 -0.518 -0.837
H 0.6074 -4.8269 2.7164 -0.146 1.735 -1.002 0.281
N 0.7157 -3.8979 2.2151 -0.687 0.237 -0.969 -0.380
H 1.4101 2.2500 -2.6806 -1.460 1.400 -1.423 0.250
O -0.7282 -2.0736 1.2502 2.064 2.177 2.759 -0.276
C -0.2739 3.8881 -2.4338 0.363 -0.161 -0.226 -0.527
H 0.3474 4.7923 -1.9777 -1.305 -2.094 -0.761 0.283
O 1.0638 -0.6956 3.0994 -1.854 -0.086 -2.951 -0.546
O -0.6463 0.8538 1.5029 0.503 -3.297 -0.948 -0.358
H 2.0350 -0.8648 2.9214 -1.624 0.219 -0.328 0.359
H 0.3308 -4.2857 0.0096 1.606 0.172 1.486 0.194
H -1.4912 -3.8245 2.2020 1.706 1.809 -0.181 0.263
H 0.0013 2.2842 -4.0490 1.766 1.092 1.633 0.224
H -2.0661 2.5822 -1.7150 2.031 1.243 0.885 0.286
C -1.2156 1.1436 0.1776 -1.283 1.662 -1.169 -0.314
H 1.7586 -3.1161 0.4541 -1.165 -1.854 0.558 0.194
O -0.2795 1.8943 -0.7220 -2.343 -0.007 1.047 -0.303
C -1.0601 3.0434 -1.2690 -0.285 0.444 -0.297 -0.359
O 1.3854 -0.5289 0.4092 -4.662 -0.915 4.195 -0.648
H -0.6264 -2.6602 3.4056 0.188 -0.457 -2.429 0.280
H -1.2731 3.7877 -0.3791 0.094 -1.512 -1.725 0.285
H -1.6793 0.2179 -0.3755 1.382 1.447 1.150 0.283
H 1.9787 -4.9762 0.8182 -1.840 1.924 -0.280 0.302
P 0.2354 -0.6510 1.5311 5.803 1.289 -3.334 1.019
C -0.5595 -3.0857 2.3050 -1.363 -2.234 1.779 -0.265
H -1.0977 4.3815 -3.1403 1.752 -1.130 1.576 0.276
H 1.3390 3.6260 -4.0744 -1.127 -1.531 1.639 0.301
H -2.1215 1.8992 0.3573 1.956 -1.830 0.132 0.333
```
Forces are in eV/Å.

---

# 3
Here is a molecular structure, C6F18MnN3O12S6 in a non-equilibrium geometry from the OMol25 dataset. Energies are from ωB97M-V/def2-TZVPD.

Output
- 2S+1: 6
- HOMO level (alpha / beta): -8.0 / -8.3 eV
- DFT total energy: -180509.5599 eV
- Net charge: -1
- M: 895.38 g/mol
- Relative energy (zero: lowest compared OMol25 entry of this formula, charge and spin): 23.00 kJ/mol
- E_LUMO (alpha / beta): 0.09614 / 0.07520 Eh

```
46
Properties=species:S:1:pos:R:3:forces:R:3:mulliken_charge:R:1
O -15.2478 7.2892 -9.3658 0.555 0.172 -0.647 -0.554
C -14.3704 3.6839 -4.1302 -0.390 -0.078 -0.900 0.706
F -10.7967 5.6925 -9.3063 0.113 0.487 0.241 -0.201
F -16.8663 2.9323 -6.5531 0.061 -0.140 0.314 -0.223
F -16.6429 2.9274 -8.6871 0.042 -0.124 -0.307 -0.186
F -14.0523 7.1651 -5.8462 0.274 -0.153 0.365 -0.218
O -11.7158 1.1105 -7.2461 0.351 0.484 -0.693 -0.612
F -18.6264 3.0190 -7.8030 0.016 0.051 -0.141 -0.230
S -15.4870 7.1246 -7.9807 0.917 -1.407 -1.163 0.586
F -14.0575 4.1980 -2.9691 -0.038 0.283 0.883 -0.210
C -14.2733 0.7644 -7.8907 -0.025 0.772 -0.300 0.589
O -15.6086 4.6614 -10.6017 0.470 0.004 0.213 -0.579
O -14.1593 3.3357 -12.0680 0.399 0.088 0.060 -0.625
F -14.8548 6.7233 -12.1593 0.004 -0.064 0.029 -0.227
S -14.2963 4.3915 -11.1149 -1.447 -0.114 -0.216 0.614
O -11.8434 2.1867 -10.1402 0.262 -0.750 0.478 -0.574
C -17.3714 3.4191 -7.6857 0.049 -0.048 0.348 0.524
C -13.9177 7.4832 -7.1215 -0.748 -0.467 0.431 0.600
N -15.6819 5.4410 -7.6776 -0.674 2.453 0.633 -0.314
N -13.3158 4.2184 -9.8267 1.540 -0.029 -1.383 -0.214
O -17.9332 5.5901 -6.4141 0.149 -0.031 0.983 -0.605
F -9.4570 4.0028 -9.3974 -0.150 -0.088 0.200 -0.229
O -13.3550 0.5577 -5.5464 -0.283 -0.084 0.407 -0.620
O -17.9068 5.7185 -8.8317 0.021 -0.044 -0.420 -0.639
F -15.4727 0.7541 -7.3106 0.260 -0.255 -0.212 -0.217
O -11.3761 4.1347 -11.5504 -0.170 0.425 -0.474 -0.651
F -11.0024 4.0933 -7.8686 0.002 -0.061 0.475 -0.191
Mn -14.2057 4.0860 -8.0117 -0.045 0.004 -0.024 3.175
C -10.7008 4.3880 -9.1154 -0.056 -0.097 -0.567 0.701
O -16.4055 7.9721 -7.3389 -1.263 0.386 1.046 -0.633
F -13.9436 -0.4313 -8.3157 -0.120 -0.348 -0.032 -0.214
S -12.8300 3.4870 -5.0791 0.079 0.599 -0.926 0.632
F -13.7012 8.7788 -7.2077 0.406 0.347 -0.305 -0.229
F -15.1635 4.5391 -4.8019 0.119 -0.387 0.371 -0.212
S -17.2975 5.2458 -7.6337 -0.847 -0.249 -0.562 0.918
F -12.8830 6.6456 -11.2998 0.289 0.021 -0.040 -0.200
F -14.9934 2.5253 -3.9785 -0.150 0.077 0.133 -0.227
F -13.3211 5.6640 -13.1908 0.630 -0.132 -0.634 -0.225
F -12.9292 6.7901 -7.6690 0.489 -0.124 -0.059 -0.178
S -13.0022 1.3278 -6.6942 -0.346 -1.193 0.780 0.831
S -11.8348 3.5880 -10.3201 -0.476 0.092 0.127 0.667
F -14.3330 1.5980 -8.9550 -0.138 -0.041 0.117 -0.220
N -13.4208 2.9030 -6.5190 0.798 -0.929 0.950 -0.527
C -13.7724 5.9611 -12.0020 -0.807 0.256 0.642 0.639
O -11.9467 2.6367 -4.3681 -0.127 -0.572 0.027 -0.586
O -12.4140 4.8165 -5.3452 0.002 1.009 -0.247 -0.613
```
Forces are in eV/Å.

---

# 4
Here is C3H4N2 in the gas phase in a non-equilibrium geometry from the OMol25 dataset. Energies are from ωB97M-V/def2-TZVPD.

Output
- HOMO level: -10.2 eV
- DFT total energy: -6154.5415 eV
- M: 68.08 g/mol
- SMILES: C1=NC=NC1
- Relative energy (zero: lowest compared OMol25 entry of this formula, charge and spin): 131.16 kJ/mol
- E_LUMO: 0.01649 Eh

```
9
Properties=species:S:1:pos:R:3:forces:R:3:mulliken_charge:R:1
C 0.2528 0.0917 -1.0618 0.534 1.054 2.907 0.071
N -0.2081 -0.1781 1.2004 -0.628 1.470 1.000 -0.443
H -0.6124 1.9633 1.4604 1.378 -2.048 -1.147 0.287
H 0.3860 -0.2112 -2.0779 0.243 0.669 -0.604 0.369
H -0.7579 -1.4775 -0.2292 -1.006 -1.038 -0.138 0.262
H 0.9003 -1.6122 0.3412 -0.316 0.411 -1.065 0.296
N 0.1377 1.2675 -0.4901 -0.155 -0.002 -3.129 -0.547
C 0.0961 -0.9005 0.0239 1.102 -1.111 0.564 -0.315
C -0.1943 1.0572 0.8332 -1.152 0.595 1.612 0.019
```
Forces are in eV/Å.

---

# 5
Here is a molecular structure, C6H14ClFeO2Y in a non-equilibrium geometry from the OMol25 dataset. Energies are from ωB97M-V/def2-TZVPD.

Output
- 2S+1: 6
- HOMO level (alpha / beta): -5.0 / -5.0 eV
- DFT total energy: -58496.6454 eV
- Net charge: -1
- M: 298.38 g/mol
- E_LUMO (alpha / beta): 0.11422 / 0.09385 Eh

```
25
Properties=species:S:1:pos:R:3:forces:R:3:mulliken_charge:R:1
C 0.2036 0.5462 3.9765 -0.019 -0.137 -0.570 1.230
H 1.7804 1.5043 5.0596 -0.208 -0.193 0.113 0.262
H 1.9039 2.2454 -3.0355 0.227 -0.046 -0.130 0.282
H -2.2119 -1.8549 0.5429 -0.191 -0.163 0.495 0.269
O 0.8322 -0.3926 3.3342 -1.263 1.433 0.362 -0.765
C -1.5276 0.6388 -3.6678 -0.251 0.037 -0.181 -1.296
H -1.6446 1.7219 -3.5122 -0.193 -0.170 -0.210 0.283
H -1.3438 0.4192 -4.7326 -0.296 0.183 0.080 0.300
H 1.7990 -2.5568 -3.3750 -0.746 -0.181 0.021 0.229
H -0.0095 -2.8290 -3.6826 0.718 0.046 0.277 0.224
H 3.0297 0.9707 -2.4679 0.018 0.144 -0.216 0.299
H -2.4296 0.1049 -3.3279 0.032 0.236 -0.231 0.306
O -0.8593 1.0999 3.5520 1.410 -1.097 -0.141 -0.694
C 0.8159 1.0287 5.2842 -0.144 0.025 -0.180 -0.956
H 0.9825 0.1701 5.9370 0.111 0.090 -0.029 0.277
Cl 0.0995 0.8256 -0.1697 0.286 0.805 0.235 -0.307
C 0.7593 -2.2042 -3.1650 0.376 -1.599 -0.834 -0.923
C -2.0481 -1.5451 1.5895 -0.169 -0.406 -0.089 -0.914
Fe -0.5423 -0.2740 1.6769 0.277 0.219 1.501 0.188
H 0.1568 1.7519 5.7747 0.139 -0.170 -0.141 0.250
H 2.4325 0.9427 -4.1680 0.200 0.246 0.118 0.319
H -1.7873 -2.3902 2.2515 -0.338 0.110 -0.391 0.210
H -2.9175 -1.0057 1.9882 -0.018 -0.264 -0.141 0.175
C 2.1738 1.1835 -3.1255 0.328 0.176 -0.193 -1.279
Y 0.3524 -0.1014 -2.5376 -0.288 0.675 0.473 1.029
```
Forces are in eV/Å.

---

# 6
Here is a molecular structure, C26H36F6N8O7PPdS3 in a non-equilibrium geometry from the OMol25 dataset. Energies are from ωB97M-V/def2-TZVPD.

Output
- 2S+1: 5
- HOMO level (alpha / beta): -12.3 / -12.2 eV
- DFT total energy: -115367.6457 eV
- Net charge: +1
- M: 920.21 g/mol
- Relative energy (zero: lowest compared OMol25 entry of this formula, charge and spin): 130.45 kJ/mol
- E_LUMO (alpha / beta): -0.14070 / -0.21054 Eh

```
88
Properties=species:S:1:pos:R:3:forces:R:3:mulliken_charge:R:1
H -3.1684 -4.1678 4.7958 -0.002 -0.028 0.003 0.354
N -1.6048 -1.1151 1.0075 0.190 -0.213 -0.607 0.472
C -2.2465 -2.2550 2.9910 -0.043 0.039 0.041 -0.886
H -0.3432 3.7026 -3.0355 0.014 0.002 0.026 0.293
C -2.1402 1.3582 -4.8550 0.019 0.004 0.040 -0.761
C -3.3801 -2.7524 2.3611 -0.048 -0.109 0.084 1.551
C -1.3902 -1.4325 2.2832 0.047 0.069 0.058 -1.193
C -5.3380 4.8925 0.5503 0.055 -0.029 0.005 -0.584
H -5.1060 2.7695 0.1195 -0.008 -0.013 0.020 0.219
P -1.4617 2.8434 -0.5770 -0.472 0.801 -0.483 -0.424
C -3.4188 3.4336 1.2487 0.106 0.118 -0.077 -0.822
H -6.1929 4.8446 -0.1245 -0.023 0.002 0.022 0.334
H -4.8754 -5.8060 5.6067 0.005 0.007 0.004 0.442
C -1.2127 3.1225 -3.3274 -0.140 0.048 0.007 -0.737
C -4.3181 -3.6992 3.0270 0.101 0.069 -0.104 0.135
C -4.0674 -4.3465 4.2254 0.052 -0.003 0.043 -0.547
H 1.1830 6.7030 0.3381 -0.010 0.017 -0.018 0.400
O 1.7193 -1.5714 -4.0212 -0.029 -0.001 0.096 -0.667
N -1.2756 1.5183 0.3822 0.432 0.573 -0.145 -1.179
C -2.7108 -1.5629 0.4060 -0.061 0.031 0.048 -0.621
N -5.4584 -3.9493 2.3645 -0.082 0.035 -0.113 -0.307
C -0.0111 -2.8856 -2.5513 -0.120 0.105 0.088 0.611
C -3.2696 4.7540 -0.8925 0.013 0.025 0.053 -0.438
N -0.0749 3.7146 -0.6088 0.294 -0.287 0.518 0.907
O 0.5572 -0.3240 -2.2666 -0.384 -0.519 0.012 -0.135
H -0.3512 2.5457 -5.2000 0.025 -0.015 0.000 0.570
F 1.9063 -1.3843 2.0319 0.108 -0.018 0.053 -0.246
F -0.8308 -2.6029 -1.5211 0.001 -0.027 0.064 -0.138
O -8.6714 -4.4033 2.7554 0.213 -0.143 -0.197 -0.465
H 2.9254 4.9746 0.0967 0.005 0.010 -0.011 0.290
S 2.8795 -1.2478 -0.3970 0.065 0.267 -0.210 1.004
H -3.8329 4.2391 -1.6781 0.015 -0.031 0.003 0.217
O -7.9411 -6.5870 1.8202 -0.018 0.146 0.005 -0.483
C -4.1914 5.6745 -0.1109 -0.050 -0.041 -0.006 -1.029
C -3.2146 1.3135 -3.7559 0.031 0.039 -0.048 -1.158
H -3.6087 6.2101 0.6419 0.019 -0.005 -0.012 0.317
H -4.5894 6.4232 -0.7956 0.024 0.044 0.036 0.413
H -0.1733 1.3517 -3.9230 0.017 0.015 -0.023 -0.233
H -3.1867 4.1508 2.0412 0.039 0.012 0.001 0.309
C 2.2134 -2.2308 1.0374 -0.177 0.139 0.003 0.627
C 1.1842 3.0454 -1.0102 -0.033 0.181 -0.253 -0.829
H -2.8653 -1.2613 -0.6211 0.042 -0.029 -0.007 0.683
Pd -0.0858 0.0954 -0.2028 -0.005 -0.114 0.502 0.552
H -3.8685 0.4513 -3.8880 -0.015 0.016 -0.013 0.415
C -5.0110 -5.2592 4.6825 -0.007 -0.039 -0.010 -0.490
H -2.0192 -2.4824 4.0227 0.021 0.002 -0.013 0.378
H -3.3410 1.1459 -1.6031 -0.016 0.026 0.010 0.390
N -6.1295 -5.5086 3.9971 -0.096 0.001 -0.009 -0.433
H -1.8925 0.3455 -5.1759 0.010 0.010 -0.014 0.340
H -2.5429 1.8782 -5.7247 -0.010 -0.038 -0.024 0.390
H -0.7963 5.2275 0.6568 -0.025 -0.004 -0.006 0.344
F -0.7306 -2.8889 -3.6599 -0.029 -0.055 -0.059 -0.217
C -4.9048 3.4678 0.9369 0.016 0.089 -0.021 -0.644
O 4.2886 -1.3075 -0.2533 -0.114 0.036 -0.108 -0.600
C -6.2225 -4.8244 2.9073 0.252 0.148 0.251 0.482
F 1.0826 -2.8560 0.6878 -0.031 -0.035 0.009 -0.253
F 0.5296 -4.0650 -2.3424 0.043 -0.091 -0.127 -0.220
O -7.6205 -4.5159 0.5263 0.041 0.024 0.021 -0.490
H -2.4794 5.3294 -1.3802 0.005 -0.001 -0.013 0.395
H 0.9547 2.2291 -1.6996 -0.012 -0.028 0.010 0.280
S -7.9127 -5.1568 1.7670 -0.390 -0.141 0.039 1.092
N 2.3319 -2.0441 -1.6337 -0.037 0.088 -0.074 -0.620
H -3.1041 2.4519 1.5959 0.013 -0.012 0.007 0.453
S 1.2708 -1.5606 -2.6748 0.386 0.228 0.087 1.286
C 2.1273 4.0416 -1.6767 -0.062 0.051 0.114 -0.834
F 3.0914 -3.1063 1.4628 0.005 -0.079 -0.010 -0.222
C -0.8664 2.0692 -4.3662 -0.076 -0.021 0.032 -0.301
H 0.4781 6.2545 -1.2190 0.000 0.046 0.027 0.264
H -5.6640 5.4287 1.4420 -0.048 0.016 -0.026 0.330
H -3.8477 2.2028 -3.8060 -0.019 -0.016 0.024 0.330
H 2.9394 6.0067 -1.3280 0.048 -0.005 0.042 0.434
H -0.5127 -1.0087 2.7541 0.037 -0.071 -0.046 0.604
H 1.6706 2.6233 -0.1252 -0.046 -0.032 0.043 0.280
H 1.7059 4.3559 -2.6353 0.021 -0.010 -0.014 0.307
H 3.0719 3.5364 -1.8810 -0.004 0.000 -0.044 0.407
H -5.4668 3.1205 1.8039 -0.011 -0.034 -0.019 0.438
H -1.9256 0.3647 -2.3262 0.029 0.000 0.009 -0.443
N -1.7944 2.4811 -2.1280 0.317 -0.720 -0.233 0.993
C 1.0195 5.8716 -0.3487 0.049 -0.091 0.009 -0.766
N -2.6509 3.7693 0.0249 -0.360 -0.282 0.317 1.145
C -3.6253 -2.3716 1.0465 -0.044 -0.014 0.030 -0.761
C 2.3505 5.2648 -0.7885 -0.037 0.013 -0.067 -0.806
H -1.9430 3.8246 -3.7439 0.000 0.030 0.024 0.384
H 0.6852 4.4419 1.2252 -0.039 -0.046 0.013 0.310
C 0.1605 4.8200 0.3405 0.061 0.039 -0.123 -0.492
O 2.2420 0.0694 -0.2800 -0.024 -0.331 0.462 -0.510
H -4.5154 -2.7171 0.5391 0.032 -0.008 -0.034 0.699
C -2.5761 1.2456 -2.3792 -0.059 0.170 0.003 0.119
```
Forces are in eV/Å.